Entry 1:
Formula: C2H3N3O2
Source: OMol25
Level of theory: wB97M-V/def2-TZVPD

The calculation puts the total energy at -10684.1315 eV. The HOMO energy comes out at -8.485 eV. Its charge is 0. Its SMILES is O/N=c1/nc[nH]o1. The energy above the lowest of the compared OMol25 structures with the same formula, charge and spin comes out at 99.7 kcal per mole. The value obtained for the frontier orbital gap is 0.33699 Ha.

Positions of all 10 atoms, in Å:
O (2.2654, 0.4134, -0.0399)
O (-0.1383, 0.9848, 0.1152)
N (1.4849, -0.7298, -0.0200)
N (-0.8320, -1.2159, 0.0782)
N (-1.5033, 0.8795, -0.1467)
C (0.2843, -0.3577, 0.0846)
C (-1.8529, -0.4252, -0.0678)
H (-2.8708, -0.7111, -0.2064)
H (3.2158, 0.1084, -0.2445)
H (-1.9975, 1.5772, 0.3676)

---

Entry 2:
Formula: C2H3N3O2
Source: OMol25
Level of theory: wB97M-V/def2-TZVPD

The calculation puts the total energy at -10682.9451 eV. The HOMO energy comes out at -9.380 eV. Its charge is 0. Its SMILES is Nc1c[n+]([O-])on1. The energy above the lowest of the compared OMol25 structures with the same formula, charge and spin comes out at 127.1 kcal per mole. The value obtained for the frontier orbital gap is 0.36197 Ha.

Positions of all 10 atoms, in Å:
O (0.4612, 1.8443, -0.3253)
O (-1.5139, 2.4688, 0.3332)
N (-0.7319, 1.5183, 0.1760)
N (0.8843, -1.6691, -0.2124)
N (1.2203, 0.5550, -0.4813)
C (0.3713, -0.3512, -0.0901)
C (-0.9230, 0.2053, 0.3290)
H (0.2478, -2.5131, -0.0118)
H (-1.7887, -0.0672, 0.8527)
H (1.7725, -1.9911, -0.5701)

---

Entry 3:
Formula: C2H3N3O2
Source: OMol25
Level of theory: wB97M-V/def2-TZVPD

The calculation puts the total energy at -10684.8496 eV. The HOMO energy (alpha / beta) comes out at -9.048 / -9.046 eV. Its charge is 0. Its SMILES is C=NC(=O)O.N#N. The energy above the lowest of the compared OMol25 structures with the same formula, charge and spin comes out at 83.2 kcal per mole. The value obtained for the frontier orbital gap (alpha / beta) is 0.33007 / 0.33003 Ha.

Positions of all 10 atoms, in Å:
O (1.3760, -1.1756, -0.7195)
O (1.6507, 0.6651, 0.5578)
N (-0.9968, -1.1406, 1.4737)
N (-0.7176, 0.0839, -0.1931)
N (0.1178, -1.3256, 1.6031)
C (-1.3689, 1.0947, -0.5326)
C (0.9748, -0.2299, 0.1474)
H (2.3161, -1.0340, -0.9109)
H (-2.4203, 1.1887, -0.2623)
H (-0.9319, 1.8733, -1.1637)